This record from OMol25 describes one molecule with the formula C4H6ClNO3 at a distorted geometry. The level of theory is the ωB97M-V functional and the def2-TZVPD basis.

ORCA input file:
```
! RIJCOSX wB97M-V def2-TZVPD def2/J DEFGRID3
* xyz 0 3
C 1.463 0.316 0.405
C 0.098 0.542 1.072
C 1.453 1.193 -0.839
C -1.221 -1.101 -0.029
N -2.643 -1.329 -0.092
O -3.028 -2.330 -0.683
O -3.332 -0.586 0.570
O -1.027 -0.069 0.736
Cl -0.183 -2.154 -0.770
H 2.235 0.590 1.104
H 1.969 -0.767 0.257
H -0.148 1.342 1.816
H 0.816 2.037 -0.734
H 2.483 1.685 -1.088
H 1.066 0.631 -1.724
*
```

Total energy = -896.4044 a.u.
⟨S²⟩ = 2.008
Largest force on an atom = 3.69 eV/Å
Energy relative to the best compared isomer or geometry (same formula, charge and spin) = 1.897 eV